A cluster of 10 separate species, C38H78O25S4 in total at a distorted geometry, computed with the ωB97M-V functional and the def2-TZVPD basis.

Each line ends with the Mulliken charge.
Element x y z (Å)
C (-5.693, -2.060, -1.896)  -0.575
C (-5.794, -3.149, -2.957)  -0.754
C (-4.672, -2.863, -4.006)  -0.824
S (-3.242, -2.149, -3.039)  1.323
O (-2.916, -0.792, -3.496)  -0.643
O (-2.133, -3.131, -2.864)  -0.625
C (-4.192, -1.989, -1.437)  -0.150
H (-6.366, -2.257, -1.061)  0.460
H (-6.043, -1.167, -2.414)  0.248
H (-6.776, -3.206, -3.427)  0.389
H (-5.458, -4.118, -2.589)  0.310
H (-4.899, -2.180, -4.825)  0.370
H (-4.182, -3.771, -4.355)  0.412
H (-3.919, -1.116, -0.843)  -0.267
H (-3.972, -2.916, -0.908)  0.347
C (0.020, -2.023, 5.196)  -0.721
C (0.703, -1.445, 3.927)  0.610
C (1.867, -0.559, 4.436)  -0.661
S (2.607, -1.591, 5.775)  1.134
O (2.894, -0.790, 6.958)  -0.687
O (3.591, -2.481, 5.162)  -0.639
C (1.138, -2.628, 6.055)  -0.806
H (-0.742, -2.791, 5.065)  0.459
H (-0.518, -1.270, 5.772)  0.181
H (0.119, -0.936, 3.161)  -0.439
H (1.148, -2.294, 3.408)  0.198
H (1.380, 0.244, 4.990)  0.264
H (2.675, -0.230, 3.783)  0.264
H (0.956, -2.664, 7.129)  0.488
H (1.360, -3.674, 5.842)  0.351
C (5.803, 0.204, -0.095)  -1.012
C (4.738, -0.769, 0.291)  -0.086
C (3.346, -0.099, 0.145)  0.072
S (3.547, 1.665, 0.395)  1.341
O (3.536, 1.857, 1.848)  -0.888
O (2.763, 2.516, -0.516)  -0.321
C (5.271, 1.649, -0.186)  -0.234
H (6.401, 0.019, -0.987)  0.426
H (6.533, 0.187, 0.714)  0.310
H (4.617, -1.059, 1.334)  0.470
H (4.894, -1.665, -0.310)  -0.084
H (2.450, -0.469, 0.643)  0.344
H (3.072, -0.181, -0.907)  -0.494
H (5.787, 2.381, 0.435)  0.543
H (5.305, 2.107, -1.175)  -0.270
C (-0.795, -6.339, 1.192)  -1.182
C (-0.631, -5.105, 0.210)  -0.048
O (0.469, -4.308, 0.628)  0.010
C (1.712, -4.711, 0.299)  0.341
O (2.038, -5.755, -0.352)  -0.628
O (2.588, -3.901, 1.009)  0.129
C (3.952, -4.218, 0.942)  -0.848
H (0.163, -6.813, 1.409)  0.278
H (-1.437, -7.112, 0.771)  0.363
H (-1.184, -6.001, 2.152)  0.334
H (-1.474, -4.416, 0.251)  0.066
H (-0.490, -5.481, -0.804)  0.357
H (4.472, -3.902, 0.037)  0.156
H (4.086, -5.283, 1.128)  0.349
H (4.475, -3.681, 1.734)  0.344
C (2.051, 5.405, 0.700)  -1.280
C (0.624, 4.960, 0.444)  0.580
O (-0.040, 4.577, 1.645)  -0.054
C (-0.575, 5.451, 2.449)  0.497
O (-0.444, 6.664, 2.372)  -0.632
O (-1.208, 4.786, 3.398)  -0.149
C (-1.919, 5.481, 4.399)  -0.875
H (2.535, 4.654, 1.324)  0.204
H (2.089, 6.319, 1.293)  0.413
H (2.559, 5.414, -0.264)  0.342
H (0.758, 4.003, -0.059)  -0.272
H (-0.078, 5.460, -0.224)  0.144
H (-1.359, 6.008, 5.172)  0.300
H (-2.696, 4.768, 4.673)  0.285
H (-2.407, 6.337, 3.933)  0.353
C (-5.627, 1.106, 0.929)  -0.724
C (-5.468, -0.189, 1.695)  -0.275
O (-4.186, -0.333, 2.265)  -0.136
C (-3.915, 0.453, 3.365)  0.368
O (-4.754, 1.078, 4.071)  -0.631
O (-2.601, 0.392, 3.587)  0.129
C (-2.016, 1.189, 4.641)  -0.472
H (-6.017, 1.980, 1.449)  0.472
H (-6.418, 0.880, 0.214)  0.487
H (-4.782, 1.379, 0.296)  -0.190
H (-5.422, -0.976, 0.942)  0.006
H (-6.326, -0.408, 2.330)  0.431
H (-0.933, 1.272, 4.553)  0.031
H (-2.324, 0.808, 5.615)  0.355
H (-2.281, 2.240, 4.525)  0.169
C (4.074, 4.002, -3.410)  -0.647
C (3.495, 3.183, -4.602)  -0.370
O (3.372, 1.794, -4.366)  -0.414
C (2.363, 1.236, -3.597)  0.528
O (2.417, 0.125, -3.131)  -0.404
O (1.193, 1.930, -3.622)  -0.335
C (-0.015, 1.320, -3.059)  0.148
H (4.627, 4.817, -3.876)  0.475
H (4.822, 3.428, -2.863)  0.012
H (3.224, 4.244, -2.772)  0.074
H (4.215, 3.262, -5.416)  0.373
H (2.716, 3.655, -5.200)  0.349
H (-0.934, 1.904, -3.063)  -0.090
H (0.103, 1.209, -1.981)  -0.303
H (-0.128, 0.341, -3.526)  0.326
C (-5.164, 2.911, -2.024)  -0.761
C (-3.846, 3.366, -2.639)  0.511
O (-3.743, 4.821, -2.579)  -0.386
C (-2.973, 5.307, -1.605)  0.637
O (-2.221, 4.676, -0.862)  -0.378
O (-3.318, 6.621, -1.488)  -0.383
C (-2.722, 7.524, -0.579)  -0.391
H (-6.040, 3.068, -2.654)  0.460
H (-5.463, 3.379, -1.086)  0.281
H (-5.121, 1.840, -1.824)  -0.152
H (-3.954, 3.077, -3.684)  0.280
H (-2.936, 2.830, -2.370)  -0.340
H (-3.523, 8.079, -0.090)  0.311
H (-1.988, 8.129, -1.112)  0.265
H (-2.146, 7.082, 0.235)  0.051
C (5.530, -6.472, -2.047)  -1.047
C (4.786, -5.887, -3.272)  -0.313
O (3.925, -4.905, -2.806)  -0.144
C (2.873, -4.438, -3.503)  0.520
O (2.358, -4.979, -4.460)  -0.614
O (2.447, -3.302, -2.940)  -0.103
C (1.224, -2.689, -3.299)  -0.405
H (6.147, -7.348, -2.246)  0.394
H (4.810, -6.753, -1.278)  0.184
H (6.213, -5.795, -1.534)  0.291
H (4.139, -6.686, -3.635)  0.316
H (5.456, -5.600, -4.082)  0.312
H (0.908, -2.096, -2.441)  -0.373
H (0.433, -3.408, -3.514)  0.569
H (1.451, -2.051, -4.153)  0.427
C (-0.026, 1.439, 1.063)  0.727
S (-1.470, 0.301, 0.743)  0.100
O (-2.229, 0.984, -0.386)  -0.103
C (-0.567, -1.090, -0.056)  0.444
H (-0.541, 2.394, 0.964)  0.133
H (0.573, 1.462, 0.153)  -0.926
H (0.583, 1.377, 1.965)  0.432
H (0.053, -1.690, 0.610)  0.203
H (-0.035, -0.623, -0.885)  -0.592
H (-1.190, -1.781, -0.624)  -0.193

Calculated values
Lowest unoccupied orbital energy in eV: 0.18
Charge: 0
Orbital gap in eV: 9.03

A cluster of 4 separate species, C3H13NO4 in total at a distorted geometry, computed with the ωB97M-V functional and the def2-TZVPD basis.

Each line ends with the Mulliken spin population.
Element x y z (Å)
O (-0.204, -0.638, -0.430)  0.009
C (0.852, -0.080, -0.351)  0.024
C (1.229, 0.630, 0.967)  -0.011
C (0.831, 2.093, 0.878)  0.030
N (0.515, -0.063, 2.064)  0.876
H (1.601, -0.155, -1.148)  0.001
H (2.292, 0.456, 1.188)  0.055
H (1.326, 2.704, 1.635)  0.000
H (-0.231, 2.177, 0.990)  -0.007
H (1.173, 2.549, -0.050)  0.010
H (-0.089, -0.810, 1.675)  -0.004
H (-0.101, 0.649, 2.482)  -0.009
H (-2.934, -0.320, 2.074)  0.002
H (-2.101, -0.173, 0.862)  -0.002
O (-2.090, 0.067, 1.796)  0.024
H (0.641, 0.319, -3.394)  0.000
H (-0.034, -0.817, -2.667)  0.000
O (-0.202, -0.147, -3.344)  0.001
H (-0.593, -2.866, -0.977)  0.000
H (-1.324, -2.582, -2.328)  0.000
O (-0.557, -2.992, -1.924)  0.000

Calculated values
Lowest unoccupied orbital energy (spin up / spin down) in eV: -4.27 / -9.03
Multiplicity: 2
Charge: +1
Orbital gap (spin up / spin down) in eV: 10.03 / 5.28

The ion C5H10N with charge +1 at a distorted geometry, computed with the ωB97M-V functional and the def2-TZVPD basis.

Each line ends with the natural charge from an NBO analysis.
Element x y z (Å)
C (-1.255, -1.182, -0.194)  -0.115
C (0.057, -1.278, 0.027)  -0.080
C (-1.854, 0.263, 0.095)  -0.527
C (-0.741, 1.234, -0.125)  0.054
C (1.978, 0.237, -0.172)  -0.454
N (0.716, -0.116, 0.469)  -0.491
H (-1.880, -1.999, -0.541)  0.260
H (0.809, -2.063, -0.046)  0.246
H (-2.866, 0.522, -0.465)  0.291
H (-1.998, 0.205, 1.118)  0.238
H (-0.575, 1.505, -1.136)  0.217
H (-0.375, 1.855, 0.608)  0.209
H (2.010, 0.960, -1.056)  0.242
H (2.692, 0.631, 0.520)  0.238
H (2.461, -0.744, -0.671)  0.231
H (0.821, -0.028, 1.568)  0.442

Calculated values
Lowest unoccupied orbital energy in eV: -4.92
Charge: +1
Orbital gap in eV: 9.66

Calculated total energy for every record listed, in sequence, given in eV: -135194.8113, -12991.9411, -6827.3303.